# 1
Formula: C3H8ClIO2Si
Source: the OMol25 dataset
Level of theory: wB97M-V/def2-TZVPD

The geometry in ORCA input format:
```
! RIJCOSX wB97M-V def2-TZVPD def2/J DEFGRID3
* xyz 0 1
C -2.2236 1.4174 -1.1844
C 2.8115 -1.2334 1.3405
C -0.9708 0.7056 -1.6972
O 1.4959 -1.6737 1.1059
O 0.0943 0.7928 -0.8477
Si 0.1236 -0.8727 1.1072
Cl -1.3640 -2.1211 0.8173
I 0.0062 0.7447 2.9125
H -2.9716 1.4865 -1.9696
H -2.6447 0.8798 -0.3365
H -1.9549 2.4194 -0.8575
H 2.9929 -0.2819 0.8417
H 3.4848 -1.9928 0.9455
H 2.9751 -1.1185 2.4144
H -0.6403 1.1890 -2.6336
H -1.2145 -0.3412 -1.9585
*
```

Electronic energy in Ha: -1317.003938
Relative energy (zero: lowest compared OMol25 entry of this formula, charge and spin) in kcal/mol: 0.0
Orbital gap (alpha / beta) in eV: 8.0 / 8.0



# 2
Formula: C5H7O5S2
Source: the OMol25 dataset
Level of theory: wB97M-V/def2-TZVPD

The geometry in ORCA input format:
```
! RIJCOSX wB97M-V def2-TZVPD def2/J DEFGRID3
* xyz -1 3
C -1.1399 0.6288 -1.4854
C -0.2609 1.3715 0.8986
C 0.1440 0.7423 -0.2824
C 2.0030 -0.6580 0.6867
C 0.6586 -0.7061 -0.1089
O -2.0433 -0.0381 -1.0575
O -0.9335 1.2381 -2.5009
O -1.9807 -1.4376 1.3862
O -2.6902 -2.7736 -0.4908
O 1.3334 1.5499 -1.0113
S -0.2303 2.9127 1.4986
S -2.8464 -1.5211 0.2458
H -0.8162 0.7526 1.4889
H 2.6251 -0.1155 0.0170
H 2.3996 -1.7106 0.5974
H 2.0716 -0.3929 1.7649
H -0.2370 -1.1335 0.3895
H 0.7953 -1.1952 -1.1931
H 1.1477 2.4865 -0.8433
*
```

Electronic energy in Ha: -1367.227860
Relative energy (zero: lowest compared OMol25 entry of this formula, charge and spin) in kcal/mol: 0.0
Orbital gap (alpha / beta) in eV: 6.0 / 5.7



# 3
Formula: C23H19BrClN3O2
Source: the OMol25 dataset
Level of theory: wB97M-V/def2-TZVPD

The geometry in ORCA input format:
```
! RIJCOSX wB97M-V def2-TZVPD def2/J DEFGRID3
* xyz 0 1
C 3.9017 3.1334 -1.1276
N 2.9865 2.2680 -0.3895
C 2.2464 1.2442 -1.1614
C 2.8965 -0.1209 -1.0840
C 2.4634 -1.0019 -0.1184
C 3.0590 -2.2710 -0.0200
C 3.9467 -2.7206 -1.0064
C 4.3939 -1.8384 -1.9963
C 3.9453 -0.4949 -1.9591
Br 4.6210 0.6704 -3.3185
C 3.0442 2.2408 0.9960
O 3.9977 2.7605 1.5818
C 2.0367 1.6428 1.8594
C 0.6702 1.8124 1.5478
C -0.2842 1.3061 2.4207
C -1.7428 1.3491 2.4116
C -2.5509 1.9370 1.2766
C -3.3856 0.8822 0.5791
C -4.6459 0.5024 1.1085
C -5.4756 -0.4455 0.4715
C -5.0292 -0.9759 -0.7513
C -3.7766 -0.6666 -1.2540
Cl -3.1578 -1.3461 -2.6899
C -2.9543 0.2495 -0.5853
N -2.1947 0.7759 3.4879
N -1.1457 0.3219 4.2420
C 0.0502 0.6882 3.6267
C 1.3837 0.5679 3.9614
C 2.3550 1.0719 3.0905
O 3.6483 0.9421 3.4996
H 4.1143 4.0307 -0.5164
H 4.8557 2.5850 -1.3078
H 3.4847 3.5438 -2.0519
H 1.2493 1.1483 -0.8204
H 2.2043 1.5626 -2.1980
H 1.6910 -0.6601 0.5775
H 2.7163 -2.9269 0.7886
H 4.2828 -3.7341 -1.0301
H 5.1060 -2.1897 -2.7307
H 0.3622 2.3135 0.6342
H -1.8780 2.4121 0.5046
H -3.2373 2.6934 1.7237
H -4.9777 0.9921 2.0286
H -6.4008 -0.7493 0.9235
H -5.6522 -1.6753 -1.2329
H -1.9840 0.5441 -1.0313
H -1.1781 -0.0165 5.2087
H 1.6859 0.0855 4.8891
H 4.1820 1.4859 2.8715
*
```

Electronic energy in Ha: -4236.819219
Relative energy (zero: lowest compared OMol25 entry of this formula, charge and spin) in kcal/mol: 9.6
SMILES string: CN(Cc1ccccc1Br)C(=O)c1cc2c(Cc3cccc(Cl)c3)n[nH]c2cc1O
Orbital gap in eV: 8.7



# 4
Formula: C17H46Cl6F9N5O9S
Source: the OMol25 dataset
Level of theory: wB97M-V/def2-TZVPD

The geometry in ORCA input format:
```
! RIJCOSX wB97M-V def2-TZVPD def2/J DEFGRID3
* xyz 2 1
N 7.6640 8.2738 -6.6443
H 8.6322 8.4995 -6.8222
H 7.4220 7.6450 -5.8919
H 7.2788 7.8558 -7.4792
H 7.0794 9.0689 -6.4295
N 5.9571 9.7619 -9.1095
H 6.8005 10.2553 -9.3653
H 6.2703 8.8019 -9.1314
H 5.2689 9.8781 -9.8396
H 5.6075 10.0418 -8.2043
N 9.5796 10.2416 -4.6037
H 8.6849 9.8646 -4.3251
H 9.5226 10.7836 -5.4540
H 10.2743 9.5135 -4.6891
H 9.8840 10.8389 -3.8483
N 3.9901 7.7029 -6.3065
H 4.4484 8.6018 -6.2608
H 3.6523 7.4384 -7.2208
H 3.1940 7.6896 -5.6851
H 4.6175 6.9291 -6.1401
N 7.2450 6.2210 -3.5952
H 7.1040 5.6258 -2.7915
H 6.6221 5.9954 -4.3576
H 8.1664 6.1511 -4.0031
H 7.1013 7.2163 -3.5021
C 10.6135 12.4236 -8.8705
F 11.7151 12.1833 -8.1323
F 10.0826 13.5657 -8.4852
F 10.9625 12.6080 -10.1799
S 9.3700 10.9661 -8.6021
O 9.8959 9.7868 -9.2488
O 9.1722 10.6767 -7.1532
O 8.1629 11.4783 -9.2025
O 5.3236 10.1635 -6.3650
C 5.9400 10.8136 -5.2699
C 6.2555 10.0187 -3.8419
O 7.1798 8.9590 -3.8340
H 5.2775 11.6489 -5.0432
H 6.7820 11.4302 -5.5845
H 5.3576 9.4125 -3.7221
H 6.1297 10.5448 -2.8956
C 2.9315 13.6752 -2.9699
C 3.4402 12.4456 -2.2754
O 2.8394 12.2687 -0.9969
C 3.4807 12.8419 0.1222
O 4.5234 13.5243 0.0301
C 2.8102 12.6704 1.4748
F 3.6754 11.9299 2.2102
F 2.6055 13.8490 2.0223
F 1.6367 12.0647 1.3662
H 1.8496 13.7150 -3.0969
H 3.3063 13.5332 -3.9835
H 3.4321 14.5899 -2.6525
H 4.5232 12.3997 -2.1612
H 3.0521 11.5509 -2.7623
C 8.5517 9.5303 0.5871
C 8.3950 10.2456 -0.7727
O 8.3684 11.6410 -0.5672
C 8.4944 12.4927 -1.5741
O 8.9274 12.3042 -2.7425
C 7.9656 13.8635 -1.1769
F 7.6715 14.0201 0.1079
F 8.8427 14.7931 -1.5782
F 6.8380 14.0525 -1.8599
H 8.5356 8.4651 0.3561
H 7.6618 9.6899 1.1960
H 9.4786 9.8923 1.0319
H 7.5540 9.8295 -1.3274
H 9.2883 9.9178 -1.3045
Cl 0.7691 10.5494 -6.5892
C 1.8624 11.6832 -5.6970
C 2.5750 12.6754 -6.6560
Cl 1.4104 13.4948 -7.7636
H 2.6218 11.1073 -5.1680
H 1.2469 12.2609 -5.0074
H 3.2797 12.1476 -7.2985
H 3.1656 13.4181 -6.1196
Cl 2.4912 8.6800 -1.4070
C 3.7810 7.5207 -1.2964
C 5.0122 8.1334 -0.6153
Cl 6.2144 6.8686 -0.5876
H 4.0381 7.2429 -2.3186
H 3.4220 6.6370 -0.7689
H 4.7627 8.3521 0.4230
H 5.4722 9.0134 -1.0649
Cl 6.1185 15.6724 -4.2645
C 7.3116 14.4347 -4.6998
C 7.4726 14.2787 -6.1841
Cl 8.1611 15.7606 -6.9546
H 7.0442 13.4537 -4.3072
H 8.3380 14.5932 -4.3688
H 6.5048 14.1169 -6.6588
H 8.0298 13.3781 -6.4419
*
```

Electronic energy in Ha: -5683.750831
Orbital gap in eV: 6.4